Computed, not measured: a structure of composition C44H54FN6O5SbSr, with wB97M-V/def2-TZVPD.

Structure (XYZ):
```
112
Properties=species:S:1:pos:R:3:forces:R:3
Sr 0.110 0.125 0.454 -0.32 -0.37 -0.33
C 1.661 -2.669 8.084 0.00 0.00 0.00
O 0.645 -1.781 7.668 0.00 0.00 0.00
C -0.497 -2.333 7.165 0.01 0.00 0.00
C -1.467 -1.428 6.735 -0.01 0.02 0.00
C -2.644 -1.878 6.177 0.02 0.00 0.01
C -2.883 -3.248 6.064 0.00 -0.03 -0.02
C -1.947 -4.141 6.552 0.01 0.02 0.00
C -0.738 -3.697 7.079 -0.01 -0.01 -0.01
N -4.143 -3.774 5.615 -0.02 0.01 -0.03
N -4.674 -3.392 4.561 0.03 -0.03 0.02
C -3.990 -2.536 3.636 0.03 -0.01 0.01
C -4.638 -1.393 3.234 -0.04 -0.01 0.01
C -4.063 -0.483 2.351 -0.01 0.01 -0.17
C -2.828 -0.728 1.734 0.06 0.02 0.06
O -2.282 0.071 0.898 0.06 -0.01 0.32
C -2.166 -1.979 2.104 -0.09 0.32 0.10
N -0.959 -2.211 1.524 0.14 0.13 0.07
C -0.321 -3.323 1.800 0.00 -0.06 -0.02
C -0.854 -4.314 2.645 -0.09 0.05 0.04
C -2.056 -4.085 3.258 0.09 0.01 -0.06
C -2.742 -2.866 3.043 0.02 -0.19 -0.08
H 2.486 -2.049 8.424 0.00 0.00 0.00
H 2.001 -3.301 7.258 0.00 0.00 0.00
H 1.324 -3.304 8.908 0.00 0.00 0.00
H -1.272 -0.370 6.845 0.00 0.00 0.00
H -3.384 -1.170 5.832 0.00 0.00 0.01
H -2.162 -5.202 6.510 0.00 0.00 0.00
H -0.015 -4.420 7.427 0.00 0.00 0.00
H -5.617 -1.192 3.655 0.00 0.01 -0.01
H -4.587 0.423 2.070 -0.02 -0.01 0.02
H 0.650 -3.451 1.332 0.00 0.00 0.01
H -0.314 -5.238 2.801 0.00 0.00 0.00
H -2.494 -4.838 3.898 0.01 -0.01 0.01
C 4.455 4.881 -4.669 -0.01 0.01 -0.01
C 4.031 3.420 -4.700 0.00 -0.02 0.00
N 3.449 2.972 -3.441 -0.01 -0.02 0.01
C 2.099 2.733 -3.374 0.07 0.06 -0.04
C 1.440 2.338 -2.269 -0.08 -0.04 0.03
C -0.018 1.874 -2.413 0.37 0.28 0.01
O -0.750 2.560 -3.117 -0.10 -0.20 -0.08
O -0.221 0.783 -1.810 -0.28 0.08 -0.11
C 2.138 2.294 -1.012 -0.03 0.04 -0.13
O 1.587 2.164 0.085 0.16 -0.01 0.15
C 3.599 2.413 -1.115 -0.07 0.00 -0.02
C 4.374 2.132 0.011 0.07 -0.02 0.03
C 5.733 2.138 -0.075 -0.10 0.02 -0.11
F 6.481 1.900 1.024 0.00 0.00 0.05
C 6.395 2.373 -1.294 0.07 0.05 0.12
C 5.629 2.712 -2.397 -0.02 0.01 0.05
C 4.221 2.729 -2.328 0.02 -0.02 0.04
N 7.812 2.243 -1.331 -0.18 -0.27 -0.19
C 8.320 0.956 -0.834 -0.05 0.03 0.04
C 8.601 -0.035 -1.979 0.03 0.05 -0.06
N 7.759 0.366 -3.153 0.04 -0.05 0.00
C 8.258 1.654 -3.725 -0.12 -0.01 0.06
C 8.486 2.638 -2.548 0.07 0.09 -0.01
H 4.884 5.172 -5.629 0.00 0.00 0.00
H 5.193 5.072 -3.889 0.00 0.00 0.00
H 3.591 5.515 -4.473 0.00 0.00 0.00
H 4.868 2.765 -4.965 0.00 0.01 0.00
H 3.275 3.265 -5.467 0.00 0.01 0.00
H 1.551 2.865 -4.299 0.00 0.00 0.00
H 3.869 1.887 0.936 0.02 0.00 0.01
H 6.107 2.983 -3.323 0.03 0.00 -0.04
H 7.580 0.519 -0.175 0.05 0.01 0.05
H 9.230 1.107 -0.252 0.04 0.01 -0.04
H 8.350 -1.056 -1.703 -0.04 0.01 0.00
H 9.633 -0.004 -2.330 0.01 -0.02 0.03
H 6.781 0.468 -2.843 0.01 0.03 0.01
H 7.754 -0.367 -3.861 0.00 -0.01 0.01
H 7.512 1.998 -4.436 0.02 0.01 -0.03
H 9.177 1.435 -4.267 0.03 0.00 0.04
H 8.170 3.637 -2.843 0.02 0.00 0.02
H 9.552 2.686 -2.324 0.02 0.03 -0.02
C 0.227 5.185 4.169 0.00 0.00 -0.03
C 0.494 4.485 2.840 -0.02 0.06 0.05
Sb -0.913 2.959 2.202 0.12 -0.08 -0.02
C -2.490 3.351 3.604 -0.06 -0.04 0.00
C -3.391 4.486 3.122 -0.02 0.01 0.03
C 0.012 1.325 3.346 -0.25 0.11 -0.03
C -0.106 1.453 4.860 0.12 -0.04 0.02
H 0.977 5.955 4.370 0.00 0.00 0.00
H 0.238 4.492 5.011 0.01 -0.01 0.00
H -0.749 5.674 4.172 0.00 0.01 0.01
H 1.472 3.998 2.833 0.00 -0.01 0.03
H 0.517 5.220 2.032 0.00 -0.01 -0.01
H -2.068 3.562 4.586 -0.01 0.03 0.00
H -3.054 2.418 3.680 -0.01 0.01 0.02
H -2.835 5.418 2.992 0.00 -0.01 -0.01
H -4.197 4.686 3.831 0.00 -0.01 -0.01
H -3.847 4.244 2.161 0.00 0.01 -0.01
H 1.063 1.247 3.053 0.04 0.05 -0.07
H -0.498 0.404 3.045 -0.03 -0.06 0.02
H 0.376 2.359 5.226 0.00 0.01 0.01
H 0.365 0.604 5.362 0.00 -0.01 0.01
H -1.151 1.479 5.171 0.00 0.01 0.00
C 3.671 -3.148 -2.518 -0.04 -0.02 -0.03
C 3.856 -1.661 -2.193 0.00 -0.02 0.07
C 3.400 -0.811 -3.384 -0.01 -0.04 -0.06
C 5.345 -1.393 -1.931 0.08 0.01 0.01
C 3.102 -1.294 -0.983 0.00 0.00 -0.02
C 2.474 -0.987 0.025 0.10 -0.06 0.10
H 4.242 -3.429 -3.410 0.00 0.01 0.01
H 2.618 -3.360 -2.703 0.00 0.01 0.00
H 3.995 -3.767 -1.681 0.00 0.01 0.01
H 3.940 -1.096 -4.295 0.00 0.01 0.00
H 3.569 0.248 -3.182 0.01 0.03 0.01
H 2.332 -0.940 -3.558 0.00 0.00 0.01
H 5.935 -1.653 -2.824 0.01 0.01 0.00
H 5.703 -1.989 -1.090 0.00 -0.01 -0.01
H 5.468 -0.335 -1.662 -0.01 0.00 -0.01
```
Positions in Å, forces in eV/Å.

As for the net charge: 0. The frontier orbital gap is 4.6 eV. For the total energy, the calculation gives -75770.469 eV. As for the HOMO energy: -0.218 Eh.

=====

Computed, not measured: a structure of composition C44H55ClCsGeN3O5PS in a non-equilibrium geometry, with wB97M-V/def2-TZVPD.

Structure (XYZ):
```
112
Properties=species:S:1:pos:R:3:forces:R:3
Cs -7.172 19.729 13.539 -0.79 -0.25 -0.02
C -7.791 23.662 15.771 0.38 -0.93 -1.00
C -6.350 23.082 15.926 -1.98 -2.79 -0.44
C -5.810 23.342 17.309 -0.03 0.03 0.40
C -5.368 23.468 14.821 0.34 1.48 0.93
O -6.544 21.607 15.703 0.46 1.25 -0.11
Ge -7.203 20.302 16.959 1.12 1.32 2.90
O -6.347 18.881 16.223 1.21 -0.67 -0.87
C -5.238 18.122 16.724 -0.90 0.61 -0.73
C -4.214 17.955 15.558 -0.83 -0.60 -1.06
C -5.887 16.845 17.286 0.68 0.06 0.18
C -4.467 18.885 17.787 -0.12 -1.00 1.30
O -8.768 19.802 16.288 -2.57 -0.68 -0.79
C -10.101 19.747 16.956 1.96 0.35 -0.14
C -9.926 20.523 18.294 -0.33 -0.32 0.09
C -11.063 20.461 15.998 1.12 -0.89 -1.41
C -10.467 18.251 17.212 -0.58 1.70 -0.04
H -7.765 24.704 15.476 -0.20 0.44 0.19
H -8.413 23.471 16.644 0.25 0.28 0.33
H -8.318 23.082 14.974 0.61 0.54 0.31
H -5.912 24.411 17.554 0.61 -0.12 -0.12
H -4.810 22.912 17.429 0.13 0.54 -0.13
H -6.392 22.820 18.057 -0.43 -0.20 0.04
H -4.587 24.159 15.222 -0.43 -0.39 -0.25
H -5.823 23.988 13.985 -0.21 -0.19 -0.25
H -4.892 22.558 14.525 0.35 -0.43 -0.40
H -4.654 17.768 14.559 -0.42 -0.05 0.59
H -3.511 17.137 15.653 0.26 -0.30 0.56
H -3.633 18.857 15.391 0.05 0.32 0.36
H -6.453 16.300 16.542 -0.30 0.18 -0.32
H -6.538 17.031 18.171 0.47 0.21 -0.70
H -5.088 16.187 17.582 0.42 -0.56 0.45
H -4.021 19.736 17.327 0.20 0.93 -0.16
H -3.626 18.273 18.210 -0.74 0.30 -0.27
H -5.166 19.190 18.585 0.53 -0.04 -0.19
H -9.440 21.508 18.097 -0.25 -0.80 0.27
H -9.303 19.889 18.980 -0.40 0.90 -0.55
H -10.895 20.723 18.791 0.23 -0.21 -0.24
H -10.479 21.257 15.454 -0.94 -0.29 0.93
H -11.977 20.732 16.484 -0.46 0.76 0.37
H -11.380 19.777 15.182 0.33 0.12 0.38
H -9.771 17.868 17.961 -0.24 -0.24 -0.04
H -10.401 17.701 16.282 0.14 -0.20 -0.16
H -11.534 18.233 17.551 0.82 -0.24 0.02
O -3.792 19.081 11.812 -0.50 2.76 1.49
N -5.154 18.746 11.547 0.85 -2.70 -0.51
C -5.150 17.600 10.916 -1.25 0.93 -0.02
C -4.004 16.970 10.297 2.02 -1.55 0.39
C -2.905 17.732 9.826 -1.61 -1.04 0.11
C -1.801 17.108 9.347 2.10 -0.18 -1.34
C -1.576 15.727 9.397 -2.55 0.72 0.84
C -2.634 14.977 9.890 -0.02 1.25 -0.33
C -3.870 15.540 10.267 1.54 0.87 -0.12
P -5.198 14.405 10.645 -2.35 0.51 -0.17
C -4.602 13.136 11.721 -0.96 -0.61 0.86
C -5.341 11.941 11.872 -0.29 -0.30 -0.78
C -4.971 10.993 12.802 1.12 1.77 1.93
C -3.982 11.324 13.802 -0.27 -1.01 -2.15
C -3.200 12.448 13.555 -0.29 -0.77 1.56
C -3.625 13.378 12.631 1.97 0.16 -0.13
C -5.430 13.393 9.142 -0.27 -0.25 0.95
C -4.654 12.298 8.824 0.33 0.02 -1.03
C -4.939 11.582 7.675 -0.59 0.12 -1.24
C -6.033 11.934 6.861 0.38 0.22 -1.57
C -6.917 12.962 7.279 0.26 -1.22 -0.14
C -6.624 13.592 8.476 -0.15 0.86 -0.56
H -3.846 19.914 12.405 -0.11 -2.02 -1.45
H -6.052 16.969 10.770 -0.15 1.39 0.43
H -3.033 18.786 9.777 0.22 0.53 -0.09
H -1.049 17.699 8.821 -0.07 0.10 0.37
H -0.749 15.211 9.007 1.22 -0.16 -0.36
H -2.497 13.934 9.952 -0.10 -1.19 0.04
H -6.226 11.762 11.241 0.64 0.00 0.16
H -5.439 10.051 12.909 -0.81 -0.65 -0.09
H -3.823 10.561 14.571 0.40 0.51 -0.18
H -2.267 12.639 14.096 -0.56 0.03 0.19
H -3.007 14.253 12.563 0.03 0.49 -0.20
H -3.762 12.084 9.369 0.40 -0.22 0.42
H -4.283 10.820 7.250 0.02 0.08 0.55
H -5.992 11.496 5.776 -0.74 0.70 2.24
H -7.850 13.242 6.776 0.57 -0.28 -0.12
H -7.274 14.363 8.866 -0.21 0.05 -0.09
S -8.586 19.271 10.445 1.70 -0.27 0.10
Cl -13.139 12.393 14.694 -1.31 -1.36 0.65
C -11.922 13.550 14.507 1.29 1.17 0.50
C -10.575 13.208 14.641 -0.46 0.27 -1.39
C -9.602 13.930 13.997 0.62 1.52 0.18
C -9.890 15.276 13.507 -0.93 0.70 0.00
C -8.899 16.206 13.179 -1.67 -0.82 -0.36
C -11.355 15.657 13.475 2.29 -0.69 0.01
C -12.277 14.800 13.992 -1.46 0.15 -0.82
H -10.272 12.300 15.077 0.00 -1.33 0.45
H -8.564 13.544 13.886 -0.74 0.40 0.43
H -9.024 16.925 12.410 -0.54 0.96 -0.30
H -7.932 16.148 13.550 1.93 -0.71 0.56
H -11.616 16.641 13.100 -0.04 -0.06 0.09
H -13.375 15.046 13.928 1.18 -0.20 0.10
N -9.503 19.499 7.622 2.13 -0.44 0.28
C -10.534 19.459 8.456 -4.31 1.64 1.68
O -11.744 19.516 8.090 2.69 -0.38 0.16
C -10.305 19.641 10.064 1.22 -1.05 -0.76
C -10.496 21.033 10.593 -1.80 0.11 -0.51
C -11.567 21.339 11.406 0.70 0.96 0.20
C -12.329 20.322 11.993 0.50 0.00 -1.31
N -11.999 19.026 11.750 0.53 -1.28 0.18
C -11.024 18.627 10.931 -2.56 2.47 0.42
H -9.632 19.765 6.664 -0.28 -0.26 -0.07
H -8.537 19.333 7.997 -1.41 0.43 -0.08
H -9.881 21.848 10.249 0.31 -0.17 -0.35
H -11.778 22.409 11.666 0.32 -1.03 -0.14
H -13.224 20.628 12.541 0.20 -0.78 0.10
H -10.821 17.562 10.879 0.17 0.17 -0.09
```
Positions in Å, forces in eV/Å.

As for the net charge: -2. The spin multiplicity is 2. The frontier orbital gap (spin up / spin down) is 2.8 / 2.8 eV. For the total energy, the calculation gives -150933.980 eV. As for the HOMO energy (spin up / spin down): 0.012 / 0.012 Eh.